12 unconnected molecules or ions with the total composition C33H90O15 in a non-equilibrium geometry, computed with wB97M-V/def2-TZVPD.

```
138
Properties=species:S:1:pos:R:3:forces:R:3
C 3.2028 -0.4363 2.3577 -1.549 -0.619 0.797
C 2.1564 0.5635 2.9925 2.137 -0.314 1.091
C 2.3710 0.6657 4.5653 -0.826 -0.729 -1.145
O 2.4477 1.8293 2.4616 0.033 0.634 -0.357
H 2.8511 -1.4561 2.5144 -0.078 -0.217 0.409
H 4.1764 -0.3790 2.8444 0.001 0.378 -0.255
H 3.2407 -0.4109 1.2686 0.202 0.725 0.005
H 1.1265 0.3456 2.7096 -0.110 -0.594 0.318
H 3.3158 1.1225 4.8601 0.166 -0.197 -0.465
H 2.3019 -0.3576 4.9344 0.233 -0.051 0.228
H 1.6097 1.2369 5.0966 -0.209 0.108 -0.382
H 2.3147 1.7256 1.5166 0.107 0.366 -0.693
C -0.1508 -3.2847 -6.3418 0.476 0.030 0.468
C -0.1540 -3.9334 -4.9564 1.515 1.527 -0.822
C -0.8467 -3.1171 -3.9374 -0.238 1.486 1.420
O -0.7050 -5.1698 -5.0370 -1.534 -2.414 -0.316
H -1.1623 -3.2130 -6.7415 0.054 -0.099 -0.084
H 0.5235 -3.8274 -7.0044 -0.328 -0.198 -0.150
H 0.2802 -2.2864 -6.2657 -0.138 0.154 0.052
H 0.8796 -4.1122 -4.6603 0.535 0.610 0.151
H -0.9537 -3.6321 -2.9828 -0.281 -0.516 -0.029
H -1.8154 -2.7245 -4.2464 -0.196 -0.323 -0.147
H -0.2987 -2.2399 -3.5933 0.353 0.116 -0.437
H -0.8159 -5.4481 -4.1249 -0.155 -0.487 -0.025
C 2.3126 5.4325 2.6223 -0.122 0.990 0.045
C 1.3332 4.8026 3.6024 -0.910 -0.679 -0.570
C 0.0225 4.2532 2.9927 -0.439 1.031 -0.260
O 1.9028 3.7123 4.2262 0.921 -0.576 1.584
H 2.1270 6.5061 2.5884 -0.072 0.186 -0.169
H 2.2795 5.0940 1.5868 -0.022 -0.439 0.113
H 3.3146 5.3350 3.0401 0.031 -0.203 -0.149
H 1.1548 5.5216 4.4019 -0.352 0.125 -0.062
H 0.1890 3.6584 2.0945 0.418 0.107 -0.165
H -0.6694 5.0538 2.7314 -0.076 0.129 -0.219
H -0.5419 3.5925 3.6507 0.288 0.155 0.448
H 1.9781 3.0189 3.5665 0.319 -0.356 -0.352
C -0.5649 0.4156 -4.1710 -2.255 0.269 0.253
C -1.6682 1.4725 -4.4635 1.627 -0.142 0.041
C -1.6953 2.5223 -3.3869 0.274 -0.364 0.789
O -1.3497 2.1035 -5.6645 -0.494 0.434 -1.758
H 0.3992 0.8965 -4.0053 -0.104 -0.094 0.092
H -0.5516 -0.3261 -4.9697 0.216 0.123 -0.006
H -0.9781 -0.0507 -3.2767 0.917 -0.419 0.325
H -2.6444 0.9964 -4.5559 0.035 -0.041 -0.321
H -2.1694 2.0847 -2.5083 -0.202 0.384 0.242
H -2.1375 3.4672 -3.7027 -0.304 -0.253 0.039
H -0.6587 2.7157 -3.1112 0.135 0.266 0.142
H -0.4619 2.4652 -5.6122 0.068 -0.001 0.111
C 4.6343 2.9854 -1.7109 -1.262 -1.088 -0.918
C 5.3414 3.9982 -0.8844 -0.816 -1.690 2.559
C 5.7462 3.3307 0.4460 0.011 -0.105 0.602
O 6.5259 4.3490 -1.4551 1.375 1.290 -1.389
H 5.2029 2.0799 -1.9231 0.406 -0.145 0.796
H 4.3805 3.2177 -2.7452 -0.222 1.025 -0.069
H 3.6997 2.7052 -1.2251 -0.059 -0.180 -0.028
H 4.6827 4.8290 -0.6317 -0.035 0.455 -0.303
H 5.0396 3.3250 1.2759 -0.631 0.176 -0.384
H 6.6080 3.8362 0.8817 0.219 -0.008 -0.322
H 5.9799 2.2799 0.2748 0.312 0.024 -0.069
H 6.2495 4.6709 -2.3162 0.659 0.230 -0.424
C -3.9943 5.1303 0.9066 0.111 0.247 -0.867
C -3.8331 3.8100 1.5837 -0.632 -0.329 -0.892
C -2.7573 2.9106 0.9210 -1.445 0.728 0.889
O -3.6093 4.0040 2.9459 1.025 -0.165 1.226
H -4.3537 4.9247 -0.1016 -0.164 0.322 -0.095
H -3.0650 5.6913 0.8081 0.122 0.008 0.176
H -4.7298 5.7291 1.4439 -0.092 0.160 -0.139
H -4.8232 3.3555 1.5492 -0.135 -0.616 -0.555
H -1.8176 3.4353 1.0929 0.248 -0.622 -0.074
H -2.9740 2.7778 -0.1390 0.090 0.261 -0.059
H -2.8979 1.9264 1.3680 0.880 0.076 0.175
H -3.9625 4.8689 3.1667 0.063 -0.017 0.220
C -6.3496 -0.8725 1.2390 -0.528 0.501 -1.601
C -5.1462 -1.2633 0.4010 -0.968 -0.407 1.673
C -4.2717 -0.1490 0.0559 0.910 1.440 -0.644
O -4.4252 -2.1400 1.2483 0.283 -2.122 -1.171
H -6.8322 -0.0742 0.6752 -0.260 0.485 0.494
H -6.0152 -0.5654 2.2300 -0.344 0.041 -0.038
H -7.0861 -1.6760 1.2304 0.221 -0.145 0.557
H -5.4802 -1.7287 -0.5264 0.116 -0.740 0.190
H -3.8531 0.2643 0.9735 -0.109 0.261 -0.103
H -4.8129 0.5984 -0.5245 0.017 0.295 0.160
H -3.4357 -0.4636 -0.5688 0.125 -0.153 0.015
H -4.1386 -1.7016 2.0529 0.146 0.596 0.345
C 2.2239 -4.3829 1.4841 -0.131 -0.060 1.184
C 1.7040 -4.4567 0.0725 0.659 -0.146 -0.837
C 2.7377 -4.6199 -1.0506 0.350 1.127 0.574
O 0.8257 -5.5368 -0.0155 -0.661 -0.727 -0.270
H 1.3389 -4.2871 2.1132 -0.212 0.296 0.143
H 2.8694 -3.5462 1.7515 0.121 0.050 -0.396
H 2.6556 -5.2997 1.8856 0.392 -0.187 -0.568
H 1.0839 -3.5730 -0.0778 0.366 0.618 -0.350
H 2.3987 -4.2422 -2.0152 -0.391 -0.280 -0.017
H 3.1400 -5.6262 -1.1670 -0.261 -0.041 0.226
H 3.5601 -3.9543 -0.7883 0.384 -0.050 -0.048
H 0.0597 -5.2235 0.4709 -0.591 -0.620 0.345
C -1.5086 -2.0989 3.6369 -0.345 0.201 0.064
C -2.2701 -0.9429 4.2090 0.320 1.849 0.072
C -1.5993 0.3856 4.0970 1.447 1.129 1.369
O -3.4471 -0.6881 3.4724 -1.733 -1.210 -0.951
H -0.7573 -2.4160 4.3601 -0.391 -0.488 0.176
H -0.9210 -1.8856 2.7440 -0.484 0.203 -0.291
H -2.3359 -2.7807 3.4400 0.735 -0.922 -0.142
H -2.5713 -1.1349 5.2388 0.238 -0.283 0.193
H -1.6481 0.8042 3.0918 0.448 -0.406 -0.155
H -0.6008 0.3763 4.5340 0.428 -0.068 -0.507
H -2.0556 1.1553 4.7194 -0.591 -0.041 0.119
H -3.8917 0.0664 3.8656 -0.050 0.087 0.015
O -1.4987 -5.0434 1.5807 -0.586 0.491 -0.095
C -2.7187 -5.0609 0.8141 0.461 -1.481 -0.323
C -2.4861 -4.4748 -0.5362 -0.136 2.234 -0.462
O -2.4872 -3.0296 -0.4176 1.204 -0.479 -0.854
H -1.6971 -5.5683 2.3597 0.332 -0.004 0.197
H -2.9434 -6.1146 0.6490 -0.438 -0.201 0.091
H -3.5494 -4.5758 1.3265 0.082 0.137 0.027
H -3.2331 -4.6959 -1.2985 -0.356 -0.632 0.336
H -1.5326 -4.7370 -0.9947 0.151 -0.200 0.393
H -3.3198 -2.7497 -0.0303 -0.243 0.094 0.657
O 1.6771 1.1528 -0.3674 -0.635 0.702 1.449
C 0.2759 1.0138 -0.0990 0.376 -1.829 -0.080
C -0.0682 -0.5203 0.1078 -1.182 0.662 -0.813
O -0.3317 -1.2037 -1.1332 1.012 0.996 -0.038
H 1.9076 0.8437 -1.2466 -0.342 0.173 -0.509
H -0.0107 1.5485 0.8065 0.628 -0.068 0.412
H -0.3244 1.5366 -0.8436 -0.116 -0.547 -0.503
H -0.9702 -0.6102 0.7131 -0.209 0.221 0.218
H 0.7142 -1.0383 0.6625 0.423 0.259 -0.020
H -0.9574 -1.9209 -1.0079 -0.471 -0.236 0.472
O 2.6136 0.5395 -2.7680 0.796 -1.005 0.783
C 3.0939 -0.7807 -2.3572 1.620 -0.420 -1.513
C 4.4229 -1.1560 -3.1433 -1.021 0.732 0.601
O 4.1891 -1.2666 -4.5226 -0.478 -0.593 -0.656
H 2.5134 0.5501 -3.7227 -0.244 -0.137 0.032
H 3.3265 -0.8525 -1.2947 -0.235 0.789 0.067
H 2.3287 -1.5303 -2.5590 -0.078 -0.010 -0.148
H 4.8276 -2.1025 -2.7850 -0.211 -0.068 -0.048
H 5.2055 -0.4022 -3.0576 -0.057 0.243 0.809
H 3.7978 -0.4462 -4.8316 0.197 0.045 -0.188
```
Forces are in eV/Å.

* LUMO: 0.2 eV
* SMILES: CC(C)O.CC(C)O.CC(C)O.CC(C)O.CC(C)O.CC(C)O.CC(C)O.CC(C)O.CC(C)O.OCCO.OCCO.OCCO
* ΔE to the lowest compared entry with this formula, charge and spin: 213.43 kJ/mol
* gap between HOMO and LUMO: 0.3466 Eh
* highest occupied orbital energy: -9.23 eV
* energy: -66389.1853 eV